[1]
C11H15NO | ωB97M-V with the def2-TZVPD basis set

Calculated values
HOMO   -8.001 eV
SMILES string   C=C1[C@]2(/C(C)=C/C)CC(=O)N[C@]12C
Net charge   0
Energy relative to the best compared isomer or geometry (same formula, charge and spin)   91.03 kcal per mole
Electronic energy   -15183.975 eV
LUMO energy   0.7 eV

CARTESIAN COORDINATES (ANGSTROEM)
1 C -0.951 -1.404 0.365
2 C -2.805 0.741 0.362
3 C -1.059 -2.629 0.675
4 C 1.617 1.266 -0.164
5 C 0.890 0.352 0.504
6 C -1.536 0.934 1.074
7 C -0.566 0.007 0.377
8 C -1.190 -0.305 -0.996
9 C 3.073 1.502 0.066
10 C 1.600 -0.689 1.354
11 C -0.441 -0.260 -2.216
12 N -2.484 0.256 -0.885
13 O -3.941 0.953 0.780
14 H -1.190 -3.376 -0.088
15 H -0.700 -3.083 1.605
16 H 1.155 1.809 -0.896
17 H -1.207 1.997 0.920
18 H -1.628 0.826 2.117
19 H 3.515 0.633 0.535
20 H 3.380 1.656 -0.997
21 H 3.281 2.463 0.570
22 H 1.734 -1.656 0.759
23 H 2.448 -0.312 1.763
24 H 0.773 -1.084 2.078
25 H 0.606 -0.806 -2.252
26 H -0.190 0.690 -2.682
27 H -0.989 -0.662 -3.140
28 H -3.195 0.179 -1.588

Force components x, y, z for each atom (eV/Å):
0.07 4.19 -3.99
-2.14 0.00 -0.44
0.97 -3.04 0.79
-0.62 -1.71 2.74
1.31 -1.27 -0.19
1.31 1.60 -0.38
0.18 0.72 -0.11
0.06 -1.49 4.48
-0.50 0.71 -1.76
-4.74 -2.47 -0.72
2.34 -1.86 -4.34
-0.74 0.52 -0.29
1.26 -0.05 -0.65
-0.73 -0.17 -0.29
-0.33 0.49 0.13
-1.20 1.74 -1.67
-0.28 -0.78 -0.02
-0.12 -0.45 1.28
0.57 0.30 -0.11
0.85 -0.31 0.86
-0.07 -0.60 0.06
0.37 1.41 0.47
2.38 0.49 1.63
1.97 0.93 -0.41
-2.27 0.79 0.62
-0.06 0.90 0.88
0.34 -0.23 1.45
-0.18 -0.37 -0.01

[2]
C6H13N2O2 | ωB97M-V with the def2-TZVPD basis set

Calculated values
HOMO   -12.755 eV
SMILES string   CC(=O)CO/N=C/[NH+](C)C
Net charge   +1
Energy relative to the best compared isomer or geometry (same formula, charge and spin)   126.41 kcal per mole
Electronic energy   -13496.965 eV
LUMO energy   -3.2 eV

CARTESIAN COORDINATES (ANGSTROEM)
1 C -2.236 -1.383 0.150
2 C -2.406 0.225 -0.057
3 C -3.683 0.670 0.530
4 C 2.837 -0.853 0.126
5 C 1.599 1.041 0.707
6 C 0.768 -0.516 -0.986
7 N -0.028 -0.963 -0.111
8 N 1.954 0.130 -0.435
9 O -1.046 -1.678 -0.587
10 O -1.471 0.845 -0.512
11 H -3.140 -1.747 -0.233
12 H -2.079 -1.735 1.125
13 H -3.565 0.560 1.615
14 H -3.895 1.626 0.301
15 H -4.450 0.106 0.156
16 H 3.918 -0.562 0.104
17 H 2.634 -0.980 1.184
18 H 2.803 -1.771 -0.503
19 H 0.927 0.548 1.330
20 H 2.435 1.537 1.216
21 H 1.183 2.011 0.257
22 H 0.999 -0.660 -2.080
23 H 2.345 0.831 -1.196

Force components x, y, z for each atom (eV/Å):
1.74 3.46 -1.02
1.24 -1.80 1.25
2.29 -0.68 1.24
3.51 -1.88 -0.75
0.14 4.23 -1.77
0.94 -1.23 -0.98
1.06 0.61 -0.60
0.28 3.80 0.02
-0.98 -1.27 -1.39
-2.00 0.42 0.09
-0.68 -1.43 -1.18
-0.09 0.02 1.72
-0.29 -0.12 -0.17
-0.56 3.52 -0.60
-2.04 -1.79 -0.58
-0.96 0.29 -0.17
-0.54 -0.48 -0.19
-0.19 0.42 0.88
-0.97 -0.60 1.04
0.45 -1.28 -0.07
-0.35 -1.70 0.48
-1.51 -0.20 1.05
-0.48 -2.31 1.71

[3]
C35H48N5O12P3S3Y | ωB97M-V with the def2-TZVPD basis set

Calculated values
HOMO   -5.621 eV
Net charge   -1
Energy relative to the best compared isomer or geometry (same formula, charge and spin)   26.33 kcal per mole
Electronic energy   -130528.049 eV
LUMO energy   2.1 eV

CARTESIAN COORDINATES (ANGSTROEM)
1 Y -0.152 0.334 0.138
2 O -4.243 -1.053 -0.881
3 C -3.019 -0.872 -0.915
4 N -2.187 -0.864 0.132
5 C -2.866 -1.260 1.338
6 C -1.947 -1.737 2.419
7 C -2.508 -2.219 3.607
8 C -1.699 -2.767 4.576
9 C -0.332 -2.843 4.332
10 C 0.138 -2.326 3.145
11 N -0.632 -1.760 2.208
12 C -2.333 -0.802 -2.255
13 C -3.094 -0.781 -3.413
14 C -2.443 -0.881 -4.628
15 C -1.066 -1.025 -4.638
16 C -0.386 -1.010 -3.432
17 N -1.002 -0.875 -2.259
18 H -3.548 -2.095 1.119
19 H -3.516 -0.475 1.738
20 H -3.580 -2.160 3.738
21 H -2.120 -3.142 5.500
22 H 0.352 -3.284 5.044
23 H 1.200 -2.388 2.922
24 H -4.167 -0.694 -3.320
25 H -2.999 -0.850 -5.557
26 H -0.511 -1.118 -5.562
27 H 0.692 -1.096 -3.413
28 N 1.443 2.788 0.312
29 C 2.211 3.706 1.152
30 C 3.525 3.082 1.596
31 C 3.431 1.938 2.604
32 C 3.100 0.545 2.066
33 N 1.663 0.291 1.912
34 H 2.084 2.413 -0.382
35 H 0.745 3.306 -0.213
36 H 1.612 3.985 2.022
37 H 2.445 4.635 0.616
38 H 4.135 3.873 2.045
39 H 4.070 2.742 0.707
40 H 2.708 2.191 3.388
41 H 4.402 1.860 3.103
42 H 3.514 -0.177 2.779
43 H 3.603 0.370 1.109
44 H 1.092 0.937 2.456
45 H 1.444 -0.627 2.269
46 O 3.180 2.049 -2.161
47 P 2.019 1.013 -2.632
48 O 2.501 0.257 -3.805
49 O 1.593 0.291 -1.375
50 O 0.838 2.010 -3.047
51 P -0.641 2.490 -2.594
52 O -0.364 4.064 -2.314
53 O -1.587 2.313 -3.703
54 O -0.914 1.913 -1.226
55 H 3.780 2.203 -2.897
56 H -0.608 4.566 -3.097
57 C 4.569 -4.291 1.338
58 C 3.215 -3.755 1.760
59 O 2.251 -3.935 0.728
60 P 1.839 -2.585 -0.154
61 O 3.252 -2.198 -0.816
62 C 3.658 -2.459 -2.169
63 C 4.940 -1.698 -2.411
64 O 1.126 -3.366 -1.373
65 C -0.261 -3.726 -1.222
66 C -0.401 -5.150 -0.726
67 H 5.287 -4.199 2.155
68 H 4.937 -3.733 0.479
69 H 4.486 -5.343 1.063
70 H 3.304 -2.691 2.021
71 H 2.847 -4.283 2.644
72 H 2.880 -2.115 -2.848
73 H 3.798 -3.536 -2.299
74 H 4.760 -0.633 -2.273
75 H 5.275 -1.856 -3.437
76 H 5.724 -2.024 -1.726
77 H -0.712 -3.609 -2.207
78 H -0.759 -3.016 -0.554
79 H 0.107 -5.841 -1.400
80 H -1.459 -5.418 -0.686
81 H 0.029 -5.260 0.269
82 O -1.029 1.313 2.098
83 C -1.608 2.263 2.917
84 C -1.198 2.049 4.375
85 C -1.630 2.667 5.513
86 C -1.042 2.136 6.691
87 C -0.183 1.113 6.422
88 S -0.092 0.798 4.742
89 C -3.150 2.160 2.911
90 C -4.094 2.888 2.251
91 C -5.425 2.443 2.491
92 C -5.477 1.399 3.358
93 S -3.913 0.963 3.899
94 C -1.209 3.688 2.523
95 C -0.704 4.697 3.293
96 C -0.474 5.897 2.564
97 C -0.805 5.771 1.250
98 S -1.394 4.205 0.893
99 H -2.367 3.457 5.497
100 H -1.257 2.488 7.691
101 H 0.385 0.523 7.123
102 H -3.856 3.711 1.598
103 H -6.298 2.882 2.030
104 H -6.349 0.868 3.702
105 H -0.492 4.585 4.346
106 H -0.064 6.799 2.997
107 H -0.716 6.506 0.467

Force components x, y, z for each atom (eV/Å):
-0.19 0.34 0.51
-0.01 0.03 -0.08
0.03 -0.15 0.11
0.01 -0.03 0.04
-0.09 0.07 0.02
-0.01 0.00 0.02
0.03 -0.03 0.00
-0.02 0.00 -0.02
0.02 -0.01 0.01
0.03 -0.07 -0.07
-0.01 -0.01 -0.02
-0.07 0.03 -0.03
0.09 -0.03 0.00
-0.03 0.01 -0.02
0.03 0.00 0.01
-0.05 0.04 -0.03
0.08 0.03 0.14
-0.03 0.04 0.00
0.06 0.02 -0.01
0.00 0.00 0.00
0.00 0.00 0.00
0.00 -0.01 0.00
-0.03 0.02 0.00
-0.01 -0.01 0.00
-0.01 0.00 0.00
0.01 0.00 0.00
0.00 -0.01 0.00
0.05 -0.25 -0.25
-0.01 0.03 0.03
-0.02 0.03 0.02
0.03 -0.04 -0.01
0.05 0.02 -0.01
-0.23 -0.10 -0.14
-0.02 0.07 0.04
0.02 -0.02 0.11
-0.01 -0.02 0.03
-0.02 0.01 0.01
-0.02 0.02 -0.01
0.01 -0.01 0.01
0.00 0.02 0.01
0.00 -0.02 -0.01
-0.01 -0.03 -0.05
-0.02 0.05 -0.02
0.15 0.06 -0.01
0.02 0.01 0.09
0.00 -0.02 0.09
0.00 -0.03 0.06
0.05 0.00 0.00
-0.11 0.12 0.13
0.05 0.06 -0.21
-0.01 -0.02 -0.04
0.02 -0.02 0.07
0.00 0.05 -0.02
0.14 -0.14 0.05
-0.01 -0.01 -0.05
-0.03 0.00 -0.06
-0.02 0.01 -0.01
-0.02 0.01 0.01
0.07 0.09 -0.04
-0.01 -0.11 -0.04
-0.05 0.04 0.01
0.02 -0.06 0.00
-0.03 -0.02 0.00
0.00 0.04 0.01
-0.08 -0.01 -0.04
0.03 0.03 0.00
0.00 0.00 0.01
0.01 -0.01 -0.01
0.00 0.00 0.00
0.01 0.00 0.02
0.01 0.01 0.01
0.01 0.01 0.00
-0.01 0.00 0.00
0.01 0.02 0.00
0.00 0.00 -0.01
0.00 0.00 0.00
0.03 0.01 0.00
0.00 -0.01 0.01
0.01 -0.01 0.01
-0.01 0.01 0.01
0.00 -0.01 0.00
0.16 0.02 -0.26
-0.15 -0.13 -0.13
0.12 -0.07 -0.01
0.01 0.00 -0.03
-0.02 0.00 0.01
0.03 -0.02 -0.07
-0.03 -0.05 0.08
-0.04 0.04 0.20
0.04 -0.10 -0.12
-0.02 -0.01 -0.02
0.04 0.00 0.02
-0.06 0.04 -0.04
-0.02 0.00 -0.05
0.00 0.05 0.02
0.03 -0.01 0.00
-0.05 -0.04 -0.02
0.03 0.09 0.04
-0.01 0.00 0.03
-0.01 0.01 0.00
0.02 0.00 0.01
-0.01 0.02 -0.02
0.00 0.01 -0.01
0.00 -0.01 0.02
0.01 0.01 -0.03
0.00 0.01 0.01
0.00 0.01 -0.01

[4]
C2H3N2S2 | ωB97M-V with the def2-TZVPD basis set

Calculated values
HOMO   -13.702 eV
Net charge   +1
Energy relative to the best compared isomer or geometry (same formula, charge and spin)   33.85 kcal per mole
Electronic energy   -26764.282 eV
LUMO energy   -6.0 eV

CARTESIAN COORDINATES (ANGSTROEM)
1 C -1.180 -0.811 -0.446
2 C 1.138 0.874 1.201
3 N 0.059 1.207 0.777
4 N -0.112 -0.914 -1.151
5 S 2.526 0.160 1.229
6 S -2.581 -0.747 0.166
7 H -0.359 2.100 0.848
8 H 0.515 -0.264 -0.830
9 H -0.005 -1.604 -1.793

Force components x, y, z for each atom (eV/Å):
-2.26 -0.43 -0.35
1.24 -0.89 -1.25
-0.51 -0.18 0.35
-3.33 1.09 2.88
-0.02 0.22 0.79
1.64 -0.19 -0.45
-0.52 0.98 0.19
3.00 1.82 0.22
0.76 -2.41 -2.39

What are the orbital gap values for these records? In order: 8.678; 9.589; 7.725; 7.686 eV.